(1)
Below is a cluster of 2 separate species, C6H12FP in total at a distorted geometry, with properties calculated with wB97M-V/def2-TZVPD.

Each line ends with the Löwdin charge.
Positions of all 20 atoms, in Å:
C1 -1.880 -0.177 -0.349  -0.19
H1 -0.632 -1.063 -1.884  0.06
H2 1.032 1.886 1.449  0.04
F1 2.269 -1.211 -1.458  -0.36
H3 0.198 2.735 0.158  0.07
H4 0.680 -1.449 1.287  0.01
H5 -2.722 0.415 -0.223  0.08
H6 -0.893 -1.755 2.103  0.08
H7 0.507 1.034 -1.327  0.06
H8 -2.521 -0.759 -2.206  0.04
P1 2.469 -0.065 -0.430  0.83
C2 0.922 0.865 -0.324  -0.42
H9 1.863 2.672 0.109  0.05
C3 -0.400 -1.505 1.161  -0.12
C4 -1.640 -0.757 -1.587  0.03
H10 2.265 -0.996 0.663  -0.06
H11 -1.045 0.580 1.342  0.10
C5 1.029 2.146 0.460  -0.17
H12 -0.638 -2.352 0.418  0.12
C6 -0.863 -0.242 0.638  -0.25

Energy relative to the best compared isomer or geometry (same formula, charge and spin) in kJ/mol: 0.0
Gap between HOMO and LUMO in eV: 7.98


(2)
Below is a structure of composition C6H12INSe3W, with properties calculated with wB97M-V/def2-TZVPD.

Each line ends with the Löwdin charge.
Positions of all 24 atoms, in Å:
H1 -2.922 1.243 -3.263  0.05
W1 -0.436 -0.103 0.505  0.85
H2 1.449 -0.938 -1.315  0.01
H3 -0.225 2.915 3.073  0.03
C1 -3.058 2.488 0.361  -0.48
H4 -1.391 0.354 -3.299  0.03
Se1 -2.568 0.037 -1.108  0.92
H5 -4.341 1.773 -1.222  0.09
H6 -2.423 3.077 -0.299  0.09
H7 -4.484 0.843 0.270  0.09
H8 -3.763 3.149 0.867  0.10
C2 -0.845 3.228 2.238  -0.31
N1 0.949 0.444 1.660  -0.25
H9 -0.124 -1.234 -2.139  -0.02
Se2 3.073 1.496 3.326  1.03
Se3 -1.945 1.693 1.753  0.97
C3 -2.015 1.018 -2.708  -0.29
H10 -1.475 1.923 -2.448  0.05
C4 1.846 0.902 2.358  -0.87
I1 -0.012 -2.752 0.103  1.02
C5 0.371 -1.043 -1.194  -0.72
C6 -3.787 1.382 -0.369  -0.49
H11 -0.243 3.546 1.392  0.05
H12 -1.523 4.014 2.561  0.05

Total charge: +2
2S+1: 3
Gap between HOMO and LUMO (alpha / beta) in eV: 6.03 / 7.63


(3)
Below is a structure of composition C6H12IO6 at a distorted geometry, with properties calculated with wB97M-V/def2-TZVPD.

Each line ends with the Löwdin charge.
Positions of all 25 atoms, in Å:
O1 -26.015 -9.831 -24.267  -0.05
C1 -26.747 -11.059 -24.146  -0.27
O2 -30.267 -15.991 -22.125  0.10
H1 -29.840 -18.638 -23.395  0.09
C2 -28.090 -14.250 -21.821  -0.50
H2 -27.157 -13.745 -21.573  -0.56
O3 -28.039 -15.628 -21.907  -0.02
H3 -23.185 -6.809 -23.357  0.07
H4 -23.378 -7.597 -21.858  0.08
H5 -29.258 -19.732 -22.106  0.09
H6 -30.551 -18.507 -21.897  0.08
C3 -29.578 -18.717 -22.340  -0.08
H7 -27.696 -10.822 -23.665  0.05
I1 -26.577 -12.575 -21.950  1.15
C4 -29.143 -16.426 -21.993  -0.55
H8 -22.651 -8.383 -23.254  0.08
O4 -24.781 -8.309 -23.464  0.00
C5 -25.024 -9.575 -23.356  -0.55
O5 -28.683 -17.698 -21.962  -0.01
H9 -28.909 -13.925 -21.179  0.08
H10 -28.318 -13.766 -22.771  0.02
H11 -26.881 -11.328 -25.193  0.08
H12 -26.309 -11.733 -23.410  -0.33
C6 -23.488 -7.764 -22.930  -0.01
O6 -24.455 -10.371 -22.484  -0.06

Total charge: -1
Gap between HOMO and LUMO in eV: 3.98


(4)
Below is a structure of composition C6H12InO2 at a distorted geometry, with properties calculated with wB97M-V/def2-TZVPD.

Each line ends with the Löwdin charge.
Positions of all 21 atoms, in Å:
H1 -3.962 0.857 -2.024  0.14
O1 2.345 -0.175 0.931  0.12
H2 4.544 -0.553 2.268  0.12
H3 -4.361 -0.971 1.288  0.12
H4 -2.700 1.931 -1.254  0.12
H5 5.321 0.227 0.813  0.14
In1 -0.102 0.567 2.420  1.21
H6 2.716 0.123 -1.657  0.12
H7 4.545 -0.156 -1.367  0.13
H8 5.200 -1.541 0.979  0.14
H9 -4.482 2.170 -1.048  0.15
C1 4.697 -0.590 1.191  0.13
O2 -2.735 0.782 0.953  0.13
C2 -3.667 1.441 -1.149  0.11
H10 -5.507 -0.409 -0.066  0.14
C3 -4.492 -0.626 0.269  0.14
C4 -3.526 0.581 0.077  -0.30
C5 3.367 -0.411 0.369  -0.28
H11 -4.080 -1.329 -0.474  0.15
H12 3.366 -1.496 -1.364  0.15
C6 3.511 -0.422 -1.156  0.12

Total charge: +3
Energy relative to the best compared isomer or geometry (same formula, charge and spin) in kJ/mol: 94.5
Gap between HOMO and LUMO in eV: 2.22